A structure of composition C46H67F6Ge2N5O7PRbS3 in a non-equilibrium geometry, computed with ωB97M-V with the def2-TZVPD basis set.

## Properties
- HOMO-LUMO gap: 4.27 eV
- Net charge: -2
- ΔE to the lowest compared entry with this formula, charge and spin: 29.1 kcal/mol

Last column: Mulliken charge in e.
Positions of all 138 atoms, in Å:
Rb -0.01755 -0.82611 -1.68717  1.95
Ge -0.87188 0.07519 2.27241  0.83
Ge 1.25763 -2.38991 1.69002  0.30
S -2.10506 -3.24321 -2.28344  1.11
S -2.85977 -0.95239 -3.51931  1.17
S 4.95567 0.43384 -1.65842  1.20
P 0.95358 1.50654 -4.38669  1.36
F -5.03748 -0.72603 -5.01150  -0.23
F -1.70492 -5.80622 -2.22645  -0.20
F -5.41340 -1.61800 -3.08353  -0.21
F -0.43521 -4.79301 -3.65978  -0.18
F -4.46549 -2.77876 -4.65134  -0.21
F -2.52968 -5.10932 -4.10674  -0.22
O 5.85124 -0.18986 -0.69876  -0.79
O -3.08126 -0.41193 -2.20646  -0.48
O 5.61328 0.86424 -2.88918  -0.73
O -2.46391 -0.07081 -4.57939  -0.88
O -1.11504 -3.09294 -1.25653  -0.55
O -3.47962 -3.41341 -1.90725  -0.73
O 0.47470 1.39851 -2.97664  -0.41
N -1.89507 -2.21439 -3.50540  -0.48
N -3.44414 3.67746 -0.45402  0.54
N 2.35937 -1.85322 -3.07566  0.29
N -1.98311 1.86544 -0.86599  1.21
N 3.60014 -0.32547 -1.90868  0.83
C 3.62589 4.35056 0.27890  0.87
C 0.51589 -5.36500 2.50399  -1.29
C -5.74314 -1.31308 2.20967  -0.74
C 3.32089 -3.69360 -4.28526  -0.88
C -1.44346 2.52231 3.85189  -1.32
C 2.69810 -3.76294 6.36563  -0.90
C 3.20639 5.63216 0.94710  -1.71
C -1.04175 4.03305 -0.95434  -1.17
C -2.21540 3.11055 -0.75480  1.00
C 4.36216 1.92019 -0.88002  -0.44
C -4.59813 2.81629 -0.26911  -0.86
C -3.26765 -2.19351 3.08403  -0.11
C 1.70179 1.38929 2.03943  -0.85
C -4.23648 5.76396 -1.57020  -1.17
C -3.33783 -1.41627 1.92513  -0.08
C 3.02631 -2.77500 7.28483  -0.36
C 2.05111 -1.13736 5.81653  -0.32
C 0.38115 1.23456 1.29080  1.50
C 2.70707 -1.45493 6.99620  -0.84
C 3.17518 -3.00246 1.46567  -0.56
C -5.65848 -2.07702 3.36433  -0.65
C 0.70130 0.05324 -5.41454  -0.77
C 2.76342 3.67186 -0.57046  -0.56
C -0.00142 -0.84354 3.75235  -0.57
C 4.87525 3.78989 0.53747  -0.72
C -5.18036 2.25936 -1.56501  -0.81
C -4.54378 -1.57085 -4.09027  0.30
C 2.06011 -3.43679 5.17955  0.43
C 0.97909 -1.75634 3.63350  -0.55
C -3.63935 5.10579 -0.32909  -0.83
C 3.11403 2.45472 -1.14061  0.29
C -1.65899 -4.82136 -3.13104  0.32
C 1.69428 -2.12257 4.88789  0.13
C 0.21251 -4.14118 1.64200  -0.07
C 3.58225 -1.44504 -2.67924  -0.40
C 4.73162 -2.18528 -3.06710  -0.63
C -2.10100 -1.03662 1.18067  1.15
C 0.08162 2.83171 -5.25742  -1.43
C 2.70503 1.87993 -4.55031  -1.03
C -4.59508 -0.99106 1.49960  -0.24
C 2.25647 -2.93318 -3.84900  -0.61
C 5.24533 2.58660 -0.03727  -0.85
C 4.01291 -3.67434 2.55172  -1.19
C -4.41223 -2.51901 3.79270  -0.83
C -2.12671 1.34678 3.15793  -0.43
C 4.59090 -3.29257 -3.86179  -0.70
H 3.01258 1.82143 -5.59465  0.47
H 2.40943 1.91528 -1.75672  0.65
H 3.28826 1.16563 -3.96491  0.08
H -5.50019 3.06820 -2.22383  0.37
H 2.26026 5.99221 0.54318  0.34
H 1.54519 1.70962 3.07366  0.40
H -2.68921 5.57552 -0.08101  0.43
H 1.32972 -0.75882 -5.05066  0.02
H -2.82619 1.70414 2.39397  -0.07
H 0.55511 0.85043 0.28742  -0.90
H 3.16374 -4.56357 -4.90755  0.45
H -3.62102 5.55636 -2.44648  0.24
H 3.07400 5.48722 2.02125  0.32
H -0.81439 2.17733 4.67642  0.30
H -0.02118 -6.25906 2.15968  0.38
H -2.72604 0.78472 3.88130  0.40
H -0.71299 4.47174 -0.00890  0.36
H 5.47184 -3.85654 -4.14998  0.37
H -0.84536 -3.87872 1.75881  0.07
H 0.97856 0.29242 -6.44344  0.45
H -0.29518 -0.50655 4.75359  0.30
H 1.77802 4.08170 -0.76194  0.15
H -2.29781 -2.53292 3.42927  0.33
H 5.56104 4.29875 1.20672  0.35
H 6.20564 2.13811 0.17536  0.48
H -4.29635 5.28474 0.52977  0.44
H -5.23899 5.38411 -1.77095  0.29
H -2.15739 3.24117 4.26855  0.40
H -4.45030 1.65350 -2.09946  -0.10
H -4.30577 6.84646 -1.44209  0.44
H 0.18650 3.75383 -4.68512  0.30
H 2.35934 2.11789 1.55804  -0.04
H 1.82417 -0.10332 5.58746  0.41
H -1.26507 4.84690 -1.64710  0.61
H 0.22197 -5.20768 3.54493  0.29
H -0.34558 -0.24569 -5.37637  0.11
H -4.32934 -3.12299 4.68920  0.43
H -0.97542 2.56953 -5.31053  0.31
H -4.66804 -0.41831 0.58143  0.36
H 3.54313 -3.02754 8.20326  0.36
H -6.55224 -2.33411 3.91985  0.35
H -0.11875 2.19864 1.16275  -0.26
H 2.23035 0.43609 2.07610  -0.05
H 1.58104 -5.61048 2.49885  0.29
H -4.32685 1.99631 0.40498  -0.01
H 3.71131 -2.11916 1.10566  0.21
H -0.79136 3.07193 3.16913  0.16
H -6.04412 1.62715 -1.35129  0.41
H 4.09367 -3.04871 3.44265  0.28
H -2.81646 1.29355 -0.76854  -1.17
H 0.47456 2.98003 -6.26398  0.38
H -1.54665 -1.92457 0.88242  -0.77
H 5.70716 -1.87749 -2.72198  0.50
H 3.58772 -4.62713 2.87513  0.17
H -6.70851 -0.97428 1.85066  0.42
H 1.84748 -4.20394 4.45198  0.32
H 5.03557 -3.87543 2.20787  0.39
H 2.95708 -4.79702 6.56446  0.37
H -5.35651 3.40175 0.25783  0.59
H 2.91371 2.87908 -4.16620  0.28
H 1.24377 -3.19849 -4.13646  0.42
H -0.24313 3.41863 -1.36207  -0.84
H 2.98102 -0.66578 7.68815  0.37
H -2.36321 -0.48710 0.27707  -0.05
H 3.95402 6.41673 0.81107  0.43
H 3.11396 -3.66063 0.58884  0.33
H 0.30884 -4.42090 0.58676  0.22

---

A structure of composition C46H68CsIN2O5S, computed with ωB97M-V with the def2-TZVPD basis set.

## Properties
- HOMO-LUMO gap: 5.80 eV
- Net charge: -2
- ΔE to the lowest compared entry with this formula, charge and spin: 0.0 kcal/mol

Last column: Mulliken charge in e.
Positions of all 124 atoms, in Å:
Cs -0.69084 0.73745 0.18376  1.30
I -2.91351 1.06008 3.32270  -0.76
S 2.50026 2.17355 2.50200  0.23
O 1.95018 -2.01658 0.39323  -0.97
O -1.65946 3.73922 -0.21147  -0.55
O 1.26816 2.24031 1.67346  -0.27
O 1.63886 -0.61338 2.67992  -0.27
O -1.64842 1.48304 -2.41698  -0.58
N -2.51862 -2.38325 -0.81980  0.39
N 0.58008 -1.78833 -2.90219  0.56
C -2.39404 -1.35357 -7.30681  2.15
C 2.90900 -5.50251 -1.68536  -0.56
C 2.77604 -5.81359 2.51529  -2.48
C 2.53912 -4.34447 0.45020  -1.05
C -2.19160 -0.52642 -6.03949  -0.79
C -1.22214 -1.12929 -8.27310  -1.75
C -1.06421 -0.72113 -5.24553  0.20
C 2.41967 6.22161 2.32721  -0.58
C 3.24180 -6.75541 -2.49300  2.20
C 4.34857 5.63075 3.63615  -0.59
C 1.96968 1.87827 4.19456  0.30
C -2.93397 1.16960 -4.41763  0.13
C 2.31520 -3.14355 -1.65360  -0.82
C -5.34655 1.31273 -3.76063  -1.38
C -4.08586 2.13529 -4.07510  2.06
C 3.52444 -7.96517 -1.60072  -2.19
C -3.84052 3.06523 -2.88268  -1.86
C -2.32199 -3.68857 -0.22301  -0.78
C 4.48685 -6.50501 -3.35677  -1.74
C 2.84788 -5.47713 -0.29457  0.59
C 2.47370 -4.41300 1.97588  2.67
C -3.92823 -2.10061 -0.99058  -0.90
C 0.62648 2.01506 4.49038  -0.25
C 4.04646 4.28755 3.47404  -0.42
C -3.09086 0.42810 -5.58945  0.11
C 1.05636 -4.04643 2.45023  -1.50
C 2.63203 -4.30268 -2.33433  0.13
C 2.06466 -7.11143 -3.41344  -1.72
C -0.30444 -2.24519 -1.83503  -0.40
C 1.98535 -1.89626 -2.42279  -1.59
C -2.45883 -2.84428 -6.94324  -1.72
C 2.10958 4.87790 2.16162  -0.61
C -0.85682 -0.04679 -4.05985  -0.59
C 2.88828 1.46091 5.14465  -0.24
C 3.53338 6.59983 3.06320  -0.42
C 3.51707 -3.46390 2.58811  -1.78
C 0.41065 -0.38592 -3.30924  -1.38
C 0.19297 1.74212 5.77977  -0.62
C -1.80334 -2.21311 -2.08546  0.75
C -1.80349 0.92015 -3.57009  -0.12
C -3.68503 -0.98875 -8.04104  -2.16
C 1.10512 1.35802 6.75346  -0.39
C 2.25761 -3.10636 -0.21988  0.92
C -4.38221 3.05409 -5.27522  -1.84
C 2.45049 1.21575 6.43754  -0.66
C 2.92285 3.92132 2.74513  0.56
H 4.33140 -5.66406 -4.03352  0.31
H -2.04257 3.32505 0.57104  0.34
H 0.76278 1.13641 7.75714  0.37
H 2.05645 -6.55339 2.15466  0.42
H 2.29310 -7.99619 -4.01745  0.44
H -1.78662 3.13228 -0.95732  0.26
H 1.24542 4.55447 1.59423  0.59
H 2.62485 -1.82036 -3.30750  0.56
H 0.34328 -4.80197 2.10731  0.33
H -4.05555 -1.09328 -1.39013  0.05
H 3.92269 1.29195 4.86968  0.45
H 1.83087 -6.28764 -4.08900  0.32
H -2.58176 -3.46032 -7.84078  0.44
H 2.65948 -8.21649 -0.98354  0.38
H 4.52372 -3.80937 2.33433  0.35
H -4.68152 2.50378 -6.16774  0.29
H -6.18997 1.97117 -3.52627  0.45
H 3.77025 7.64883 3.19141  0.35
H 0.55668 0.28902 -2.45638  0.12
H 0.00137 -3.26947 -1.61849  0.45
H 1.25374 -0.18466 -3.97983  0.74
H -3.68845 0.06002 -8.34632  0.38
H -2.86053 -3.73980 0.72477  0.35
H -1.34212 -1.73423 -9.17831  0.46
H 3.15332 0.87865 7.18967  0.35
H -0.27339 -1.39897 -7.80769  0.31
H -1.16389 -0.07778 -8.56280  0.36
H -0.11022 -1.70644 -0.89731  -0.46
H 2.71471 -5.79180 3.60649  0.46
H -3.76294 2.51474 -1.94959  0.26
H 1.01379 -4.00603 3.54330  0.44
H 3.76101 -8.83428 -2.22135  0.44
H 1.77480 -1.18877 1.88424  0.23
H -4.68369 3.76113 -2.80657  0.49
H 3.39613 -2.45128 2.21696  0.25
H 4.67380 3.52720 3.92452  0.26
H -0.31544 -1.45858 -5.52531  0.43
H 5.34563 -6.26801 -2.72507  0.37
H -0.86707 1.79763 5.99220  0.37
H -3.29928 -3.03522 -6.27271  0.36
H 0.75077 -3.08200 2.05493  0.16
H -2.68789 -4.50372 -0.87549  0.28
H -1.26736 -3.86346 -0.01417  0.01
H -4.42086 -2.80837 -1.68317  0.29
H 4.37212 -7.78212 -0.93704  0.38
H 3.78058 -6.14797 2.24216  0.43
H -2.09091 -2.98407 -2.82427  -0.01
H 0.68533 -0.59736 2.81511  0.19
H -2.11754 -1.25280 -2.48694  -0.82
H -3.49779 3.64382 -5.52600  0.40
H 2.64066 -4.25310 -3.42112  0.51
H -4.56286 -1.16322 -7.41530  0.37
H -1.55096 -3.16326 -6.42989  0.33
H 3.42324 -3.44666 3.67770  0.42
H -0.08715 2.27038 3.71715  0.37
H -5.16897 0.66698 -2.89830  0.06
H 3.05016 -6.39359 0.24310  0.54
H -5.19388 3.74364 -5.02305  0.46
H -3.98663 0.59887 -6.17343  0.23
H -2.92539 3.64339 -3.00365  0.36
H 4.72888 -7.38783 -3.95838  0.45
H 1.78256 6.97314 1.87829  0.40
H 2.21345 -1.04312 -1.76713  0.25
H 5.21835 5.92318 4.21136  0.36
H -3.78495 -1.60359 -8.94016  0.44
H 1.16983 -7.31591 -2.82203  0.37
H -4.43519 -2.15302 -0.02565  0.43
H -5.62820 0.67745 -4.60335  0.29